ORCA calculation (ωB97M-V/def2-TZVPD) on 15 unconnected molecules or ions with the total composition C84H134B5F20N12O4.

Geometry as XYZ:
```
259
Properties=species:S:1:pos:R:3:forces:R:3
C -0.2626 -0.8773 5.1064 0.4574 -1.0829 -0.5902
C -0.6703 -2.1790 5.8262 -1.0864 1.5815 1.6084
C -2.1536 -2.4847 5.6042 -0.4163 -0.3252 -0.7444
N -2.5741 -3.6571 6.5084 -0.1111 0.5509 0.2717
C -1.9236 -4.9220 6.0279 -0.0342 0.0560 1.0505
C -4.0329 -4.0080 6.5375 -1.8782 1.2799 1.4754
C -4.5812 -3.6648 8.0222 2.1186 -1.8427 -0.9690
C -3.2498 -3.8586 8.8766 -0.6986 1.4187 -0.1679
C -2.2076 -3.2322 7.9489 0.8491 -1.5929 0.4596
H 0.7368 -0.5548 5.4305 -0.3216 -0.0187 0.0212
H -0.9873 -0.0839 5.2553 -0.0796 0.1970 0.0025
H -0.1842 -1.1216 4.0215 -0.1141 0.3670 0.6791
H -0.7111 -2.0545 6.9253 1.1171 0.6057 -0.6467
H 0.0427 -2.9553 5.6374 -0.0442 -0.4772 -0.4616
H -2.3230 -2.7701 4.5557 -0.3238 -0.0327 0.3357
H -2.8095 -1.6024 5.8731 0.7179 -1.0118 -0.2970
H -2.0295 -5.7229 6.8045 0.1884 0.7977 -0.6873
H -0.9189 -4.6633 5.8111 0.9055 -0.3892 0.0070
H -2.4190 -5.2043 5.1091 0.0036 -0.0679 -0.0620
H -4.0866 -5.1036 6.4265 -0.2490 0.7365 -0.1800
H -4.6287 -3.4540 5.7711 0.7735 -0.5997 0.3287
H -5.2388 -4.4757 8.2370 -0.7074 -0.4702 0.3630
H -5.1621 -2.7610 8.1158 0.4510 0.5560 0.0440
H -3.0265 -4.8658 9.2196 -0.1919 -0.4041 -0.7701
H -3.2383 -3.3320 9.8449 -0.2434 0.2533 -0.5089
H -1.1429 -3.5724 8.1401 -1.3323 0.5143 -0.1234
H -2.2930 -2.1416 8.0055 0.0626 -0.3057 -0.1200
C -0.8199 8.3689 -0.9562 0.0777 0.0557 0.9424
C -1.2155 9.5531 -1.8219 -0.7146 0.2318 -1.3245
C -2.1314 9.0079 -2.9631 -0.1838 -0.4962 1.0053
N -2.6658 10.0496 -3.8955 1.6431 0.1343 -0.2040
C -1.4673 10.8683 -4.3904 -2.9494 0.4449 -1.2377
C -3.7444 10.9724 -3.3319 0.5840 0.8384 -0.0590
C -4.5484 11.4881 -4.5004 1.3219 -1.2557 -2.5198
C -4.1297 10.4861 -5.6901 -0.7069 0.6180 -0.3952
C -3.4067 9.3709 -5.0200 0.9494 -0.1433 0.1307
H -1.7345 7.9509 -0.5888 -0.6532 -0.2730 0.6596
H -0.2092 8.6394 -0.0668 -0.2807 -0.1179 -0.7907
H -0.3754 7.5006 -1.4685 0.2822 0.7273 -0.2257
H -0.3783 9.9507 -2.3789 0.6054 0.0778 0.3206
H -1.6767 10.4475 -1.3160 0.2910 -1.1899 -0.0380
H -3.0346 8.4738 -2.6311 0.3400 0.1510 0.4235
H -1.5323 8.2325 -3.5016 -0.4912 0.9031 -0.1326
H -0.7952 10.1917 -4.8916 0.4180 0.0332 0.0235
H -1.1092 11.4131 -3.5496 0.6462 0.2516 0.3558
H -1.9532 11.5834 -5.1001 0.9907 -0.4753 0.3810
H -3.3739 11.8850 -2.8548 0.6533 -0.7465 0.4389
H -4.2938 10.3806 -2.6472 -0.6287 -0.5069 0.7232
H -4.1930 12.4793 -4.7946 -0.3999 -0.0786 0.1741
H -5.6005 11.4829 -4.3650 -0.8359 0.1078 0.3756
H -3.5432 11.0157 -6.4596 -0.0003 -0.2897 0.4741
H -4.8995 9.9739 -6.2616 -0.6973 0.5821 0.1102
H -2.7478 8.7751 -5.6892 -0.1512 0.5041 0.6505
H -4.0765 8.6882 -4.4916 -0.1466 0.0111 -0.2864
C 0.4780 3.9567 -0.9778 1.6662 0.5949 -1.7256
C 0.5146 2.6415 -0.2320 -1.3439 -0.6788 0.5732
C -0.7223 1.8431 -0.6280 0.9152 0.7019 -2.2897
N -0.6385 0.4173 -0.2804 -1.3702 -0.1362 -0.4335
C 0.3704 -0.3281 -1.0725 1.8956 -1.7019 1.6492
C -1.9939 -0.2309 -0.4946 0.0453 -0.7462 -1.1663
C -2.0076 -1.5221 0.3441 0.4794 1.2277 0.0835
C -1.1095 -1.0607 1.5158 -0.7355 -0.5496 0.7685
C -0.4978 0.2716 1.1970 0.3667 -0.4348 -0.4905
H -0.5440 4.3866 -1.0090 0.5543 -0.4277 -0.0945
H 0.9175 3.7920 -2.0104 -1.0443 0.1616 0.6908
H 1.1651 4.7495 -0.6200 -0.4054 -0.6127 0.4683
H 0.3253 2.8792 0.7900 0.4549 0.1142 1.1506
H 1.3449 1.9157 -0.2897 0.2180 1.2160 -0.1802
H -0.8410 1.9775 -1.7130 0.3092 -0.7758 -0.1431
H -1.6543 2.2450 -0.3371 -0.9071 0.4338 1.3041
H 0.4205 -0.0800 -2.1138 -0.2714 0.7075 -0.3925
H 0.1640 -1.4296 -1.0433 -0.0747 0.9699 0.2143
H 1.3867 -0.2020 -0.5791 -1.2527 -0.0513 -0.7522
H -2.1095 -0.3369 -1.5960 -0.2380 0.0240 0.7715
H -2.7226 0.4381 -0.0529 -0.1757 0.3110 -0.2310
H -1.6025 -2.4089 -0.1299 -0.3301 0.3089 -0.1104
H -3.0504 -1.6480 0.6508 0.2677 -0.3301 0.0740
H -0.3424 -1.7581 1.8063 0.0429 -0.5182 -0.1321
H -1.7534 -0.9447 2.3640 -0.2548 0.0780 0.7018
H 0.5346 0.3281 1.4378 1.1008 -0.0726 0.1489
H -0.9647 1.1111 1.6675 -0.7693 0.4842 0.0935
C 4.4953 -4.6463 -5.7417 -0.7086 0.6035 -0.4720
C 2.9757 -4.3360 -5.4553 0.2568 1.5330 -0.5940
C 2.5665 -3.0912 -6.3039 0.7250 -0.1456 0.5361
N 1.1162 -2.7615 -6.4861 -1.1400 -0.6024 -0.4232
C 0.4817 -2.4686 -5.2123 -0.8139 1.0562 1.1702
C 0.2835 -3.8759 -7.1901 0.8370 1.0684 0.2571
C -0.8675 -3.2055 -7.8916 -0.2495 1.2114 0.3813
C -0.4819 -1.6915 -8.0700 1.8710 -1.9950 -0.3393
C 0.9240 -1.5753 -7.3424 -0.5658 -0.6513 -3.0540
H 4.6253 -4.9525 -6.8050 -0.0974 -0.2213 0.8571
H 4.8333 -5.4023 -5.0330 0.0993 -0.1442 -0.3444
H 5.1716 -3.7640 -5.6374 -0.7906 -0.3800 0.2275
H 2.8297 -4.0504 -4.4147 0.0681 -0.2416 0.0194
H 2.2988 -5.1543 -5.6841 0.2561 -0.4111 -0.0331
H 2.9260 -3.2199 -7.2972 0.3753 -0.1811 -0.9475
H 3.0463 -2.1949 -5.8821 -0.3049 -0.2087 -0.0120
H -0.5827 -2.2361 -5.3492 0.2181 -0.1337 -0.2556
H 0.9439 -1.5489 -4.7822 0.0506 -1.1019 0.0432
H 0.5054 -3.3658 -4.6117 0.2486 0.0417 0.5633
H -0.0471 -4.5286 -6.4212 -0.1005 -0.8061 0.5725
H 0.9837 -4.3449 -7.8307 0.5416 -0.6591 -0.7723
H -1.6869 -3.1736 -7.1781 -0.3768 -0.4463 -0.2636
H -1.1870 -3.6912 -8.8191 0.1940 0.0173 0.3277
H -1.2880 -1.1270 -7.6617 -0.1256 0.8719 0.3094
H -0.3164 -1.4577 -9.1208 -0.2552 0.1970 0.1027
H 0.9167 -0.7009 -6.7977 0.5114 1.7443 1.5123
H 1.7577 -1.5305 -8.0865 -0.7684 -0.1312 0.5684
C 5.8361 -3.8893 -1.5304 -0.5032 -1.3727 0.7712
N 4.4166 -4.3552 -1.3103 -0.5876 0.1934 -0.7507
C 3.3468 -3.7934 -1.9699 3.0989 -0.7128 1.4292
C 2.0914 -4.2110 -1.6658 -1.1398 -0.3002 -0.7272
C 1.8620 -5.2101 -0.7295 1.1228 -0.2981 0.1273
C 2.9899 -5.7222 -0.0339 -2.6206 -1.1134 0.5690
C 4.2129 -5.3047 -0.3905 1.8639 0.5024 -0.0259
C 0.5565 -5.8605 -0.4555 -0.1595 -1.0329 1.1202
C -0.3309 -5.2808 0.4702 0.9923 -0.6424 -1.4218
C -1.3805 -6.0372 0.8754 -0.6619 0.7268 -0.1523
N -1.6407 -7.2316 0.3677 -0.2767 -1.3742 0.1859
C -0.8165 -7.8754 -0.4842 1.0636 1.0288 0.4223
C 0.3627 -7.2229 -0.8347 -1.4581 1.2845 0.3392
C -2.8687 -7.9058 0.8589 0.8144 -0.0182 -2.8471
H 5.7885 -2.9874 -2.0829 0.1034 0.6356 -0.5568
H 6.3944 -4.6933 -2.0377 -0.2905 0.3526 0.1285
H 6.2636 -3.7000 -0.5384 -0.1959 -0.0742 -0.2906
H 3.6805 -3.0424 -2.6605 -0.4367 0.5708 -0.3299
H 1.3203 -3.8239 -2.3159 -0.4684 -0.0074 0.3247
H 2.8261 -6.4907 0.7635 0.3740 0.8432 -0.8662
H 5.1246 -5.7021 0.0451 -0.2165 0.0232 0.1203
H -0.1908 -4.2957 0.8531 0.0616 0.3326 0.2142
H -2.1310 -5.6492 1.5331 -0.0571 0.1224 0.4504
H -1.0568 -8.8930 -0.7845 -0.0330 0.3422 0.0594
H 1.0383 -7.7342 -1.4643 0.7407 -0.3111 -0.5637
H -2.7318 -8.2281 1.8233 0.3394 -0.4624 2.4915
H -2.9461 -8.8204 0.2450 -0.7275 0.6588 0.1550
H -3.6457 -7.1601 0.7741 -0.4766 -0.4020 -0.1419
C -10.5200 1.1564 1.6790 0.2717 -0.8146 1.4609
N -9.6003 0.0125 1.3439 -0.4637 0.2128 0.2916
C -9.6806 -1.1347 2.0938 2.4160 0.9727 -2.3836
C -8.8734 -2.2057 1.6767 -1.7477 0.9410 -0.2548
C -8.1499 -2.1352 0.4829 0.1607 -0.7752 1.4214
C -8.0194 -0.9143 -0.1420 0.8849 0.8886 -1.1757
C -8.7772 0.1596 0.2449 -0.6284 -0.7774 1.8896
C -7.4556 -3.3508 -0.0615 0.0476 2.3891 2.0513
C -7.6830 -3.5789 -1.3931 -0.2142 -0.1646 0.8627
C -7.1630 -4.7292 -1.8734 0.8143 -1.1259 0.1523
N -6.4168 -5.5482 -1.0946 -0.1995 1.7858 0.2335
C -6.0100 -5.1499 0.1465 -0.2012 -1.2260 -0.4937
C -6.5485 -4.0610 0.7466 0.2172 0.0291 -0.9285
C -6.0162 -6.8058 -1.6552 1.7659 -1.6724 0.0000
H -10.7410 1.2322 2.7797 0.6545 -0.3094 -1.0232
H -11.4645 0.9501 1.2156 -0.3883 0.2157 -0.5676
H -10.0346 2.0547 1.3583 -0.0721 0.5129 -0.2676
H -10.2434 -1.0981 3.0007 -0.4315 -0.0818 0.1976
H -9.0711 -3.0877 2.2359 0.5508 -0.8843 0.2170
H -7.2270 -0.7470 -0.9018 -0.8924 -0.2803 0.3968
H -8.7165 1.1402 -0.2076 -0.1427 -0.0914 0.0662
H -8.3475 -2.9063 -1.9031 0.0310 -0.1518 -0.5829
H -7.2802 -5.0750 -2.8650 -0.3370 -0.2328 -0.8465
H -5.3039 -5.7634 0.7025 -0.1602 -0.1212 -0.5538
H -6.0675 -3.8069 1.6964 -0.9385 0.6233 -0.0563
H -6.2560 -7.6015 -0.9112 -0.0025 0.4435 -0.7969
H -4.8854 -6.8017 -1.7868 -1.3909 0.0235 -0.1064
H -6.5383 -6.9695 -2.6192 0.4652 -0.0552 0.7518
C 5.3735 1.0422 3.7116 0.9714 -1.3108 -1.7599
N 4.1901 1.7685 4.0154 -1.9752 -0.0949 -0.2470
C 4.2185 2.7669 4.9029 -1.1372 0.8859 -0.6878
C 3.0464 3.5055 5.1308 1.8922 -0.7416 0.6101
C 1.8894 3.1036 4.5120 -1.6871 1.9759 -0.3519
C 1.9075 2.1476 3.5429 0.4621 -1.6710 -1.2984
C 3.0587 1.4528 3.2927 0.9479 1.3071 2.1606
C 0.5831 3.8122 4.7317 0.2161 -0.0198 0.8488
C -0.3958 3.9541 3.7518 1.2476 -0.2884 0.2268
C -1.6032 4.4638 4.1047 1.0559 -0.1351 1.9613
N -1.9017 4.8114 5.3417 0.9908 -0.8400 1.2978
C -0.9145 4.7720 6.3426 -2.0773 0.9614 -0.6688
C 0.3315 4.2960 6.0573 -0.1114 0.1180 -1.2666
C -3.3171 5.1725 5.6043 0.0645 1.5500 0.6555
H 5.1112 0.0778 3.2354 0.0095 0.5537 0.3153
H 5.9758 0.8359 4.5661 0.3323 0.1352 0.7207
H 5.9077 1.6156 2.9533 0.2707 0.0299 0.0872
H 5.1778 3.0555 5.3139 -0.0827 -0.2180 0.0592
H 3.1665 4.3503 5.8002 -0.4246 -0.0761 -0.0886
H 1.0889 1.8322 2.8951 -0.1907 0.4807 0.6269
H 3.1068 0.6405 2.6174 0.3889 -0.6524 -0.9383
H -0.3627 3.7194 2.6955 0.6319 -0.2167 0.1001
H -2.3282 4.5208 3.4046 -2.2777 0.3519 -1.8884
H -1.2933 5.2422 7.2641 0.6817 -0.5835 -0.2499
H 1.1656 4.3497 6.7511 -0.5028 -0.1939 0.2034
H -3.9194 4.9171 4.7157 0.3574 0.2704 0.4506
H -3.2704 6.2825 5.7938 -0.5994 -1.0641 -0.2963
H -3.7416 4.6876 6.5035 0.5709 0.0461 -0.5158
C 13.2748 2.5782 -1.2768 0.5318 -0.0206 0.9145
N 11.8356 2.4281 -1.0989 -1.1527 -0.6301 -0.8562
C 11.0020 3.4811 -1.3052 -0.2381 -2.0605 0.3116
C 9.6402 3.2500 -1.3866 0.2962 0.9925 0.9113
C 9.1294 1.9890 -1.2234 -0.4106 -1.0711 0.3776
C 10.0102 0.9308 -0.9312 0.1223 -0.2416 -1.1844
C 11.3536 1.1487 -0.9680 1.4564 0.8993 0.6697
C 7.6578 1.7671 -1.2870 0.6131 0.9661 -0.5528
C 7.1093 0.6300 -0.8224 0.2775 -1.9991 1.5086
C 5.7529 0.4265 -0.8045 0.1054 -1.2520 -0.4034
N 4.9531 1.3163 -1.3531 -1.0698 0.7214 -0.4148
C 5.4188 2.4674 -1.8271 2.1052 0.0262 -0.0212
C 6.7861 2.6980 -1.8183 -0.3911 1.1814 -0.2271
C 3.5033 1.0744 -1.4509 0.3708 -0.8247 -0.7060
H 13.5074 3.5785 -0.9827 0.3037 0.8599 -0.4081
H 13.5468 2.3455 -2.3156 0.1363 0.0333 0.5526
H 13.7901 2.0054 -0.4875 -0.1551 -0.2998 -0.7935
H 11.4587 4.4265 -1.3869 0.3846 0.9798 -0.0951
H 8.9367 4.0705 -1.3348 0.3361 0.2476 -0.5388
H 9.7254 -0.1073 -0.9075 -0.3819 -0.0204 0.2900
H 12.1667 0.3912 -0.8226 -1.1748 0.6249 -0.2305
H 7.7478 -0.1366 -0.3772 -0.4524 0.1364 -0.1369
H 5.2921 -0.5041 -0.4988 0.0250 -0.0102 0.2092
H 4.7437 3.1795 -2.2249 -0.5883 0.4219 -0.1725
H 7.1669 3.6531 -2.1759 -0.3891 -0.2422 -0.0896
H 3.0602 2.0000 -1.7516 -0.4062 0.5261 0.1356
H 3.2241 0.6860 -0.4751 -0.2689 0.2835 -0.1468
H 3.3030 0.3268 -2.2454 0.2259 0.3082 0.5341
B -5.4137 -1.1928 2.5897 0.8552 -0.2710 -0.2107
F -5.1285 -2.5376 2.8835 0.6345 -1.2838 -0.4219
F -6.5814 -0.9612 3.2370 -1.8702 0.9017 -0.0192
F -4.4072 -0.4303 3.1693 0.2889 0.3163 -0.7870
F -5.5381 -1.0676 1.1222 0.2616 0.0815 1.4241
B 4.9353 3.9945 1.2526 0.4876 0.3658 -0.3814
F 5.1637 4.5134 2.5434 -0.3120 -0.3207 -0.3552
F 3.6487 3.4713 1.0954 -0.3850 -0.7324 0.5117
F 5.0094 4.9982 0.2559 0.7897 -0.5430 0.3864
F 5.9142 2.9149 1.0653 -0.6953 0.7932 -0.0881
B -3.2844 3.8501 1.3678 -0.9073 0.4691 -0.7800
F -3.1957 2.7230 2.1566 0.5892 -0.6987 0.7856
F -4.3283 4.6609 1.8611 0.4835 -0.0190 -0.0456
F -2.0679 4.5663 1.3480 0.6053 0.2651 0.4502
F -3.4895 3.4597 0.0513 -0.4300 -0.2202 -0.6901
B -2.0954 -4.2802 -2.3414 1.7142 -0.9094 -0.7863
F -2.9543 -3.5496 -3.0817 -0.8619 0.8694 -0.6554
F -2.7944 -5.1008 -1.4608 -0.3563 -0.5235 0.5733
F -1.2548 -5.0858 -3.2137 -0.5130 0.2998 0.5667
F -1.1932 -3.4511 -1.6282 0.1656 -0.0411 -0.0954
B 0.4184 -4.9232 3.6104 -1.0052 -0.4153 -0.5621
F -0.5380 -5.9034 3.8749 -0.2075 -1.4378 0.1249
F 1.0346 -4.5115 4.7356 1.3112 0.1154 1.4365
F 1.2807 -5.3448 2.6186 0.7384 -0.2152 -0.3897
F -0.3619 -3.8666 3.1562 -0.6345 1.7562 -1.0482
C 5.3336 0.0994 -4.7521 -0.6341 1.5707 0.1627
C 4.4996 -0.8366 -3.8179 -0.7571 -1.2475 -0.6130
O 5.0762 -1.4954 -2.8884 -0.5970 1.6771 -1.4631
O 3.2501 -0.9795 -4.1218 1.8262 0.4654 0.5558
H 6.3512 0.3382 -4.3958 -0.5409 -0.1698 0.1963
H 4.7796 1.0852 -4.9951 0.7052 -1.4778 0.7318
H 5.4766 -0.3103 -5.7487 -0.1712 -0.5546 -0.0021
C 2.2965 -2.1460 1.6933 0.1379 -0.3267 1.5274
C 3.4689 -1.4997 0.9422 -0.0453 -0.7619 -1.6136
O 4.1765 -2.2955 0.2157 -1.0543 2.5978 1.9807
O 3.5178 -0.2013 0.9906 0.3935 -2.4843 0.5008
H 1.6427 -2.7787 1.1091 0.3894 -0.4961 -0.6044
H 1.6036 -1.4097 2.0583 0.0006 0.7450 0.3150
H 2.5608 -2.7414 2.6148 0.1547 0.4200 -1.0916
```
Forces are in eV/Å.

Summary:
Molar mass, g/mol: 1810.096
Electronic energy, eV: -173071.8583
HOMO-LUMO gap, eV: 6.74
Total charge: +5
LUMO, eV: -9.11